(1)
{"formula": "C12H18F9NO9Pt", "method": "ωB97M-V/def2-TZVPD", "elements": ["Pt", "N", "O", "O", "O", "C", "O", "O", "C", "F", "F", "F", "C", "C", "H", "H", "H", "H", "H", "H", "C", "O", "O", "C", "F", "F", "F", "C", "C", "H", "H", "H", "H", "H", "H", "C", "O", "O", "C", "F", "F", "F", "C", "C", "H", "H", "H", "H", "H", "H"], "positions_angstrom": [[-0.504551, -0.479815, 0.522721], [-1.774061, -3.509435, -0.096629], [-1.809741, -2.351855, 0.320251], [-0.717361, -4.165125, -0.107219], [-2.851521, -4.069755, -0.248509], [0.529129, -0.714055, -2.943159], [0.607589, 0.536705, -3.523969], [-0.276221, -0.606115, -1.809309], [0.127469, -1.785595, -4.146359], [-0.736041, -1.439625, -5.089749], [1.295909, -2.042285, -4.823029], [-0.318901, -2.918215, -3.611379], [1.846809, 1.185105, -3.712649], [1.710799, 2.727465, -3.817899], [1.110219, 3.028525, -4.676249], [1.369729, 3.198325, -2.895909], [2.734679, 3.055935, -3.996479], [2.088869, 0.930815, -4.744559], [2.665069, 1.000435, -3.016629], [1.548239, -1.011905, -2.696599], [2.337789, -0.671655, 1.424891], [1.431219, 0.463075, 1.177701], [1.314539, -1.616745, 1.317941], [3.568849, -0.673425, 0.551261], [3.341709, -0.968125, -0.712089], [4.188159, 0.500775, 0.615781], [4.514539, -1.532875, 1.009831], [1.844669, 1.747605, 1.697421], [1.050319, 2.860855, 1.045481], [0.047869, 2.937025, 1.466641], [1.523959, 3.820595, 1.252031], [1.032669, 2.916635, -0.042949], [2.918519, 1.930825, 1.660131], [1.678149, 1.723995, 2.774371], [2.609399, -0.541325, 2.472431], [-2.817641, 0.831745, 1.462631], [-1.988561, -0.207745, 2.161481], [-2.000641, 1.206235, 0.361861], [-4.342291, 0.506765, 1.122011], [-5.037881, 0.501825, 2.273411], [-4.918081, 1.336785, 0.294561], [-4.489911, -0.673265, 0.490461], [-2.396971, -0.452555, 3.476501], [-1.543561, -1.680095, 3.893591], [-1.995371, -2.228475, 4.720181], [-1.392011, -2.332795, 3.033861], [-0.568021, -1.394225, 4.286911], [-3.374761, -0.933505, 3.503081], [-2.285931, 0.365405, 4.188331], [-2.896841, 1.687145, 2.133541]], "forces_ev_per_a": [[1.048, -1.151, -1.992], [0.922, -2.220, 1.633], [-0.159, 2.635, 0.286], [0.151, 0.481, -0.718], [-1.343, -0.770, -1.055], [-1.418, -0.421, 2.944], [0.107, 2.083, -0.817], [0.910, -1.055, -2.351], [0.775, 0.987, 2.325], [-0.633, 0.639, -0.362], [-0.046, -0.278, -0.019], [0.206, -0.354, -0.154], [-1.073, 0.851, -1.461], [0.214, -0.746, 0.390], [-0.197, -0.034, 0.181], [-0.224, -0.058, -0.051], [0.114, 0.300, -0.076], [1.105, -0.398, -0.053], [-0.270, -0.722, 0.272], [0.378, -0.568, 0.043], [-6.028, -1.106, 1.050], [2.946, 3.193, -0.318], [2.901, -0.619, -0.361], [-0.088, -0.934, 0.021], [-0.076, 0.009, -0.503], [0.517, 1.373, -0.352], [-0.262, -0.579, 0.145], [-0.349, -0.227, -0.085], [0.131, 0.932, 0.310], [-0.140, -0.295, -0.434], [0.256, 0.188, 0.575], [-0.230, -0.944, -0.029], [-0.001, -0.223, -0.706], [-0.485, 0.118, 0.346], [0.916, -0.078, 0.326], [2.777, 1.480, -2.649], [-3.000, 2.040, 0.080], [-2.231, -1.502, 2.124], [2.428, -2.351, -0.589], [-0.634, -0.087, 0.374], [-0.313, 1.983, -0.281], [0.072, -0.417, 0.881], [0.868, -3.276, 0.543], [0.524, 0.606, 0.683], [-0.356, -0.107, -0.068], [-0.112, 0.024, 0.025], [0.247, 0.132, -0.322], [-0.607, 0.922, -0.151], [-0.131, 0.376, -0.253], [-0.109, 0.166, 0.652]], "lowdin_spin": [1.565, 0.006, 0.053, 0.000, 0.009, 0.009, 0.001, 0.082, 0.005, 0.001, 0.001, 0.000, 0.000, 0.000, 0.000, 0.000, 0.000, 0.000, 0.000, 0.000, 0.024, 0.045, 0.046, 0.002, 0.000, 0.001, 0.002, 0.006, 0.002, 0.000, 0.001, 0.000, 0.001, 0.000, 0.002, 0.015, 0.045, 0.057, 0.001, 0.000, 0.001, 0.000, 0.008, 0.001, 0.000, 0.000, 0.000, 0.002, 0.001, 0.002], "s_squared": 2.0041, "homo_energy_ev": [-1.52, -1.88], "e_above_lowest_ev": 2.327, "multiplicity": 3, "total_charge": -2}

=====

(2)
{"formula": "C13H16Br3F4N3O5PS", "method": "ωB97M-V/def2-TZVPD", "elements": ["C", "C", "Br", "C", "C", "C", "S", "O", "O", "C", "F", "F", "F", "C", "C", "O", "O", "C", "N", "C", "O", "C", "F", "N", "P", "N", "H", "H", "H", "H", "H", "H", "H", "H", "H", "H", "H", "H", "Br", "C", "C", "Br", "H", "H", "H", "H"], "positions_angstrom": [[2.905200, 2.768694, -1.174325], [1.642025, 1.837162, -1.131801], [0.106432, 3.013700, -1.160423], [1.734810, 0.883280, 0.123415], [1.214344, -0.493561, -0.286454], [-0.091709, -0.950581, -0.029395], [-1.390821, 0.001629, 0.791306], [-1.006370, 1.274342, 1.318033], [-2.017168, -0.741588, 1.842719], [-2.659560, 0.415063, -0.555247], [-2.370422, -0.139225, -1.721777], [-2.793930, 1.719006, -0.635050], [-3.830360, -0.033622, -0.103079], [-0.491453, -2.278764, -0.422484], [-1.896893, -2.790867, -0.100869], [-2.224871, -4.055765, -0.603728], [-2.844636, -3.920371, -1.856999], [0.446769, -3.096482, -1.061661], [0.220001, -4.437387, -1.478233], [0.567774, -5.285090, -0.642015], [0.792565, -6.146188, 0.113628], [1.691214, -2.568442, -1.314916], [2.561574, -3.323802, -1.908813], [2.067890, -1.329825, -0.953398], [3.764690, -0.908654, -1.448079], [4.002693, -1.145221, -2.969625], [3.807224, 2.288362, -0.767697], [2.693776, 3.676046, -0.584493], [3.085680, 3.130509, -2.198265], [1.692270, 1.234739, -2.054798], [1.308848, 1.279168, 1.052956], [2.812382, 0.801098, 0.338839], [-1.971526, -2.858297, 1.002640], [-2.705232, -2.099974, -0.393832], [-2.144491, -4.141173, -2.496204], [4.040608, 0.442730, -1.188969], [4.613843, -1.714364, -0.643626], [4.727017, -1.857386, -3.064047], [-0.569582, 4.279568, 3.227266], [-2.364183, 3.553494, 3.012786], [-3.365543, 4.308647, 3.845971], [-3.245011, 3.810997, 5.722991], [-2.309591, 2.498462, 3.262207], [-2.589148, 3.661370, 1.952797], [-4.380605, 4.052743, 3.547506], [-3.236527, 5.385806, 3.795254]], "forces_ev_per_a": [[-0.730, 0.487, 0.079], [1.765, 0.428, 0.345], [-0.020, -0.502, -0.248], [0.365, -0.114, -0.835], [-1.273, 0.550, 1.147], [0.376, -1.036, -0.814], [-0.445, 1.842, 2.651], [1.259, 0.318, -1.362], [-0.077, -1.648, -1.143], [-1.106, 0.100, 0.569], [0.161, 0.202, -0.071], [0.619, 0.002, -0.383], [0.254, -0.537, -0.202], [-0.240, 0.623, -0.052], [-0.481, -0.136, 0.449], [0.368, -0.174, 0.707], [-0.119, 0.390, -0.649], [-0.500, 0.072, 0.033], [0.746, 0.128, 0.952], [-0.450, -1.692, 0.761], [-0.177, 1.603, -1.472], [-0.487, -0.001, -0.041], [0.416, 0.038, 0.102], [0.105, 0.373, 0.569], [2.418, -0.210, -2.469], [0.026, 0.117, 0.996], [-0.225, 0.188, -0.209], [0.262, -0.463, -0.009], [-0.012, -0.328, 0.327], [-0.555, 0.199, 0.306], [-0.383, -0.156, -0.540], [-0.501, -0.146, 0.069], [0.107, -0.113, -0.461], [0.538, -0.119, 0.017], [0.013, -0.146, 0.183], [-0.921, -0.351, 0.699], [-0.713, 0.376, 0.515], [-0.410, -0.156, -0.497], [0.021, -0.100, 0.005], [0.089, 0.178, -0.191], [-0.151, -0.162, 0.221], [0.035, 0.073, -0.046], [-0.036, 0.051, 0.061], [-0.027, 0.016, 0.031], [0.047, -0.018, -0.053], [0.051, -0.045, -0.047]], "lowdin_charge": [-0.150, -0.726, 0.824, -0.154, -0.154, -0.095, 0.778, -0.315, -0.228, -0.671, 0.168, 0.146, 0.159, -0.007, -0.135, -0.130, 0.026, -0.099, 0.194, -0.211, 0.259, -0.244, 0.181, -0.006, 0.844, -0.245, 0.054, 0.073, 0.093, 0.088, 0.124, 0.086, 0.158, 0.127, 0.106, 0.018, 0.049, -0.001, 0.607, -0.712, -0.694, 0.618, 0.037, 0.052, 0.059, 0.052], "homo_energy_ev": -11.70, "multiplicity": 1, "total_charge": 1}

=====

(3)
{"formula": "C6H5NO", "method": "ωB97M-V/def2-TZVPD", "elements": ["C", "C", "C", "C", "C", "C", "N", "O", "H", "H", "H", "H", "H"], "positions_angstrom": [[2.006089, -0.908839, -0.160885], [0.116301, 1.669773, 0.126960], [-0.905499, 0.886038, -0.666019], [-0.445881, -0.995835, 0.993822], [-0.545729, -0.572275, -0.395120], [0.792360, -0.518979, 0.263857], [3.096448, -1.198111, -0.357109], [0.700078, 2.625049, 0.542482], [-1.870626, 1.314621, -0.474277], [-0.645132, 1.223542, -1.628360], [-0.991866, -0.215552, 1.728790], [-0.476784, -2.099567, 1.182455], [-0.829753, -1.209860, -1.156596]], "forces_ev_per_a": [[-0.725, 0.006, 1.237], [-0.208, 0.582, 2.800], [1.248, 1.987, 0.898], [-0.223, 0.991, 2.266], [0.507, 2.312, -0.219], [-2.433, -2.253, -0.393], [2.236, -0.529, -0.843], [-1.076, -0.303, -1.704], [-0.747, -0.208, 0.409], [0.052, -0.339, -2.017], [1.587, -2.081, -1.239], [-0.111, 1.306, 0.216], [-0.107, -1.470, -1.411]], "lowdin_spin": [0.090, 0.509, 0.146, 0.069, 0.058, 0.509, 0.257, 0.301, 0.008, 0.015, 0.021, 0.011, 0.003], "s_squared": 2.0179, "homo_energy_ev": [-6.10, -10.63], "e_above_lowest_ev": 1.180, "multiplicity": 3}

=====

(4)
{"formula": "C24H31ClN3S2SbW", "method": "ωB97M-V/def2-TZVPD", "elements": ["W", "S", "C", "C", "C", "C", "C", "C", "S", "H", "H", "H", "H", "N", "C", "N", "C", "N", "Cl", "C", "C", "C", "C", "C", "C", "C", "H", "H", "H", "H", "H", "H", "C", "C", "C", "Sb", "C", "C", "C", "C", "C", "C", "H", "H", "H", "H", "H", "H", "H", "H", "H", "H", "H", "H", "H", "H", "H", "H", "H", "H", "H", "H", "H"], "positions_angstrom": [[0.396086, 1.153345, 0.456989], [0.625018, -0.865168, 1.530768], [0.976057, -0.608661, 3.215681], [1.382330, -1.670355, 4.029996], [1.609940, -1.428186, 5.367180], [1.418061, -0.147984, 5.898652], [1.003784, 0.898929, 5.101417], [0.779654, 0.665044, 3.742474], [0.166906, 1.890794, 2.683211], [1.524290, -2.658187, 3.610892], [1.935412, -2.233312, 6.011157], [1.590020, 0.022265, 6.952875], [0.841635, 1.884090, 5.518127], [-4.506163, 4.792800, -2.036137], [-3.909567, 4.040487, -1.403730], [-3.228376, 3.156275, -0.697209], [-2.194772, 2.659185, -0.398386], [-1.168842, 2.084149, -0.059515], [1.486511, 3.855509, -0.929697], [2.367454, 3.098688, 0.357949], [2.794038, 3.856142, 1.432478], [3.465312, 3.230629, 2.470884], [3.716489, 1.858048, 2.444297], [3.301053, 1.108603, 1.369680], [2.628456, 1.704387, 0.269361], [2.100858, 0.883505, -0.825419], [2.598826, 4.919493, 1.452413], [3.801945, 3.822965, 3.311754], [4.251070, 1.388126, 3.258449], [3.521677, 0.049888, 1.317016], [2.559752, -0.090671, -0.919250], [1.987539, 1.394199, -1.778814], [-3.671037, -1.753429, -1.744611], [-2.879182, -0.767680, -0.886019], [-3.155107, -0.950423, 0.603767], [-0.750868, -0.806689, -1.255636], [0.075211, -2.797806, -1.185194], [-0.927767, -3.839698, -1.674805], [1.384060, -2.830867, -1.970592], [-0.336480, -0.066370, -3.240046], [-0.823377, 1.367676, -3.417929], [-0.900379, -0.998899, -4.311000], [-4.734250, -1.535787, -1.626264], [-3.515635, -2.782436, -1.427870], [-3.439260, -1.681228, -2.805795], [-3.155689, 0.244925, -1.188625], [-2.837514, -1.936138, 0.950400], [-4.229429, -0.874466, 0.781076], [-2.661351, -0.199786, 1.224091], [0.279151, -2.977444, -0.130778], [-1.296145, -3.637901, -2.681282], [-1.781174, -3.935631, -1.006043], [-0.424651, -4.808784, -1.699848], [1.238590, -2.606525, -3.027754], [1.801063, -3.837826, -1.909450], [2.134892, -2.148583, -1.572159], [0.755221, -0.093105, -3.280486], [-1.902606, 1.447392, -3.260122], [-0.630435, 1.687828, -4.443607], [-0.318755, 2.074155, -2.756563], [-1.989922, -0.992516, -4.320888], [-0.561820, -2.028641, -4.201310], [-0.567808, -0.648338, -5.290205]], "forces_ev_per_a": [[-0.180, -0.183, 0.044], [-0.066, -0.106, 0.106], [0.004, -0.006, 0.020], [0.012, 0.001, 0.017], [-0.001, -0.014, -0.012], [-0.002, 0.010, -0.002], [0.012, -0.001, 0.015], [-0.009, -0.045, -0.017], [0.053, 0.154, 0.129], [-0.003, 0.000, 0.006], [-0.001, -0.003, -0.005], [-0.002, 0.004, -0.003], [0.000, -0.005, 0.001], [-0.049, -0.012, 0.033], [0.114, -0.018, 0.005], [-0.146, 0.088, -0.012], [0.173, -0.117, -0.047], [-0.080, 0.118, -0.085], [0.002, 0.046, 0.003], [-0.086, -0.050, -0.058], [-0.008, 0.045, 0.014], [0.012, -0.010, 0.014], [0.015, 0.040, 0.026], [-0.030, -0.059, -0.027], [0.086, 0.021, -0.043], [0.015, 0.088, -0.049], [-0.005, -0.004, 0.006], [-0.001, 0.000, -0.003], [0.000, -0.001, -0.004], [-0.001, -0.003, 0.009], [0.025, -0.034, -0.027], [0.017, -0.006, -0.017], [0.048, 0.007, 0.018], [-0.049, -0.033, 0.007], [0.036, -0.007, -0.003], [0.065, 0.033, -0.050], [0.021, -0.054, -0.001], [0.009, -0.011, -0.009], [-0.031, -0.022, 0.014], [0.013, -0.004, -0.024], [-0.040, -0.035, -0.010], [-0.011, 0.019, 0.023], [-0.001, 0.009, 0.006], [-0.008, 0.013, -0.001], [-0.005, 0.003, -0.014], [0.050, 0.061, -0.012], [-0.007, -0.004, 0.001], [-0.002, -0.002, 0.001], [0.004, 0.008, -0.002], [0.009, 0.024, 0.010], [0.010, -0.007, 0.001], [0.013, 0.006, 0.006], [-0.012, 0.001, -0.011], [0.013, -0.003, 0.004], [0.005, 0.005, -0.007], [0.011, 0.037, 0.020], [0.010, -0.003, -0.015], [0.002, 0.013, -0.008], [0.003, 0.006, 0.003], [0.005, -0.010, 0.024], [-0.016, 0.011, -0.004], [-0.015, 0.006, -0.004], [-0.001, -0.008, -0.002]], "lowdin_charge": [0.983, 0.692, -0.623, -0.083, -0.042, -0.035, -0.082, -0.654, 0.735, 0.118, 0.123, 0.124, 0.120, 0.223, -0.243, 0.221, -0.220, -0.126, 0.804, -0.633, -0.071, -0.005, -0.027, -0.046, -0.471, -0.258, 0.132, 0.136, 0.135, 0.131, 0.062, 0.059, -0.108, -0.530, -0.135, 1.555, -0.537, -0.114, -0.116, -0.531, -0.134, -0.110, 0.099, 0.068, 0.065, 0.065, 0.085, 0.097, 0.050, 0.044, 0.077, 0.070, 0.098, 0.074, 0.099, 0.060, 0.080, 0.079, 0.099, 0.034, 0.075, 0.061, 0.100], "homo_energy_ev": -14.20, "e_above_lowest_ev": 0.057, "multiplicity": 1, "total_charge": 2}